Record 1
Formula: C5H10N2O
Source: OMol25
Level of theory: ωB97M-V/def2-TZVPD

Structure (XYZ):
```
18
Properties=species:S:1:pos:R:3:lowdin_charge:R:1
C -0.671 1.269 -1.305 -0.039
C -0.637 0.923 0.132 -0.369
C -0.782 1.827 1.193 -0.069
N -0.573 1.084 2.322 0.030
C -0.534 -0.257 1.976 -0.153
N -0.459 -0.295 0.675 0.064
H -1.735 1.300 -1.549 0.078
H -0.258 0.553 -2.017 0.072
H -0.262 2.279 -1.297 0.079
H -1.199 2.832 1.252 0.117
H -0.705 1.455 3.250 0.140
H -0.433 -1.095 2.626 0.111
C 1.679 -1.765 -1.176 -0.172
O 0.800 -2.876 -1.003 -0.126
H 2.637 -2.194 -0.932 0.070
H 1.366 -0.945 -0.561 0.031
H 1.826 -1.429 -2.222 0.078
H -0.059 -2.665 -1.363 0.059
```

Energy relative to the best compared isomer or geometry (same formula, charge and spin): 1.4880 eV
DFT total energy: -381.23075 hartree
2S+1: 1
LUMO: 0.88 eV
SMILES: Cc1c[nH]cn1.CO
Gap between HOMO and LUMO: 9.4 eV



Record 2
Formula: C16H22BN7Ti
Source: OMol25
Level of theory: ωB97M-V/def2-TZVPD

Structure (XYZ):
```
47
Properties=species:S:1:pos:R:3:lowdin_charge:R:1
H 1.113 3.300 0.303 0.123
N 0.921 1.753 -1.170 -0.111
B 0.416 0.376 -3.256 -0.477
N 0.809 1.723 -2.567 -0.002
C 0.947 2.973 -3.015 -0.062
Ti 0.623 0.127 -0.357 0.833
H 0.901 3.192 -4.075 0.125
C 1.142 3.826 -1.914 -0.060
H 1.297 4.879 -1.957 0.087
C 1.083 3.057 -0.759 -0.064
H 0.346 0.548 -4.441 0.122
C -1.389 -1.717 1.818 -0.061
H -0.856 -2.314 2.593 0.043
H -0.637 -1.138 1.192 -0.015
H -1.921 -2.404 1.133 0.022
N -1.004 0.042 -2.673 -0.032
N 1.359 -0.799 -2.892 -0.008
N -1.234 -0.166 -1.315 -0.048
N 1.442 -1.248 -1.571 -0.066
C -2.134 -0.162 -3.360 -0.075
C 2.066 -1.630 -3.668 -0.064
H -2.077 -0.061 -4.440 0.123
H 2.136 -1.424 -4.713 0.119
C -3.155 -0.472 -2.456 -0.061
C 2.635 -2.628 -2.879 -0.049
C -2.566 -0.464 -1.182 -0.102
C 2.226 -2.370 -1.571 -0.100
H -4.177 -0.677 -2.721 0.090
H 3.284 -3.416 -3.189 0.090
H -3.027 -0.698 -0.225 0.101
H 2.375 -2.899 -0.637 0.118
H -2.182 -1.070 2.288 0.039
C 3.795 -0.229 0.550 -0.071
C 2.907 0.285 1.592 -0.391
C 3.297 0.678 2.877 -0.077
C 2.121 1.134 3.551 -0.076
C 1.054 1.010 2.649 -0.398
C -0.333 1.433 2.872 -0.064
N 1.532 0.474 1.458 -0.076
H 3.654 -1.294 0.351 0.052
H 4.826 -0.069 0.875 0.083
H 3.701 0.297 -0.398 0.069
H 4.307 0.591 3.274 0.089
H 2.010 1.502 4.570 0.088
H -1.003 0.575 2.971 0.042
H -0.363 1.950 3.834 0.078
H -0.686 2.156 2.127 0.073
```

Energy relative to the best compared isomer or geometry (same formula, charge and spin): 0.9462 eV
DFT total energy: -1880.54694 hartree
2S+1: 3
LUMO (spin up / spin down): 0.59 / 0.58 eV
Gap between HOMO and LUMO (spin up / spin down): 6.1 / 7.2 eV



Record 3
Formula: C2H6O
Source: OMol25
Level of theory: ωB97M-V/def2-TZVPD

Structure (XYZ):
```
9
Properties=species:S:1:pos:R:3:lowdin_charge:R:1
C -1.216 -0.241 -0.009 -0.100
C 0.073 0.549 0.050 -0.329
O 1.249 -0.251 -0.104 -0.086
H -2.071 0.464 -0.067 0.084
H -1.324 -0.926 0.818 0.063
H -1.241 -0.856 -0.904 0.072
H 0.109 1.232 -0.797 0.106
H 0.165 1.174 0.972 0.117
H 1.228 -0.932 0.570 0.073
```

Energy relative to the best compared isomer or geometry (same formula, charge and spin): 0.0406 eV
DFT total energy: -155.02433 hartree
2S+1: 1
LUMO: 1.07 eV
SMILES: CCO
Gap between HOMO and LUMO: 11.5 eV



Record 4
Formula: C32H25ClIN7O5W
Source: OMol25
Level of theory: ωB97M-V/def2-TZVPD

Structure (XYZ):
```
72
Properties=species:S:1:pos:R:3:lowdin_charge:R:1
W 0.030 0.205 -0.005 1.768
C 2.725 -1.553 -0.473 -0.092
N 2.347 -0.124 -0.417 -0.231
C 2.667 0.541 -1.696 -0.098
C 1.947 1.857 -1.760 -0.241
C 2.381 2.912 -2.532 0.019
C 1.711 4.126 -2.457 0.002
C 0.657 4.242 -1.564 0.003
C 0.266 3.139 -0.836 -0.060
N 0.869 1.940 -0.958 -0.038
C 3.075 0.541 0.689 -0.096
C 2.629 -0.032 2.008 -0.271
C 3.296 0.256 3.183 0.020
C 2.848 -0.318 4.363 -0.001
C 1.776 -1.196 4.307 -0.011
C 1.173 -1.428 3.086 -0.104
N 1.564 -0.839 1.950 0.049
C 1.514 -2.425 -0.624 -0.219
C 1.641 -3.774 -0.897 0.025
C 0.514 -4.549 -1.096 0.014
C -0.724 -3.914 -1.059 -0.010
C -0.777 -2.572 -0.784 -0.134
N 0.317 -1.810 -0.524 -0.078
H 3.260 -1.836 0.432 0.145
H 3.410 -1.736 -1.305 0.149
H 2.355 -0.101 -2.521 0.122
H 3.745 0.699 -1.795 0.150
H 3.246 2.792 -3.171 0.134
H 2.025 4.966 -3.062 0.130
H 0.144 5.183 -1.427 0.129
H -0.551 3.196 -0.132 0.121
H 2.873 1.612 0.664 0.142
H 4.154 0.399 0.573 0.152
H 4.147 0.925 3.177 0.134
H 3.338 -0.102 5.303 0.129
H 1.402 -1.692 5.192 0.126
H 0.349 -2.128 3.011 0.119
H 2.629 -4.211 -0.964 0.140
H 0.589 -5.609 -1.299 0.135
H -1.640 -4.455 -1.253 0.130
H -1.719 -2.041 -0.801 0.116
Cl -4.922 1.318 -4.878 0.771
C -3.965 1.305 -3.450 -0.595
C -4.409 1.954 -2.324 -0.126
C -3.651 1.954 -1.145 -0.614
I -4.278 2.900 0.609 1.011
C -2.439 1.294 -1.100 -0.404
O -1.662 1.220 -0.026 -0.302
C -1.975 0.632 -2.249 -0.139
N -0.770 0.000 -2.087 -0.014
C -0.299 -0.645 -3.150 -0.106
C -0.958 -0.698 -4.376 -0.009
C -2.169 -0.068 -4.539 0.028
C -2.724 0.621 -3.447 -0.153
H -5.358 2.472 -2.354 0.113
H 0.640 -1.169 -3.031 0.107
H -0.506 -1.247 -5.189 0.123
H -2.690 -0.093 -5.486 0.112
O -2.153 1.073 5.435 0.163
C -2.590 -0.084 4.992 -0.489
O -3.245 -0.848 5.644 0.142
C -2.249 -0.463 3.574 -0.015
C -2.748 -1.613 2.998 0.047
N -2.173 -1.745 1.797 0.068
N -1.308 -0.752 1.543 -0.044
C -1.361 0.048 2.617 -0.145
C -0.526 1.293 2.626 -0.498
O -0.601 2.088 3.535 0.138
O 0.274 1.407 1.603 -0.166
H -1.592 1.559 4.791 0.071
H -3.465 -2.311 3.400 0.159
H -2.328 -2.490 1.142 0.147
```

Energy relative to the best compared isomer or geometry (same formula, charge and spin): 1.0304 eV
DFT total energy: -2818.55685 hartree
Total charge: +2
2S+1: 1
LUMO (spin up / spin down): -6.66 / -6.87 eV
Gap between HOMO and LUMO (spin up / spin down): 6.2 / 6.3 eV